# C54H40IKN2O3P2

A structure of composition C54H40IKN2O3P2 at a distorted geometry (ωB97M-V/def2-TZVPD, the Open Molecules 2025 dataset).

The calculation puts the molar mass at 992.9 g/mol. Its energy above the lowest of the compared OMol25 structures with the same formula, charge and spin is 291.8 kJ/mol. The HOMO energy (alpha / beta) comes out at -5.651 / -6.812 eV. As for the spin multiplicity: 1.

```
103
Properties=species:S:1:pos:R:3:mulliken_charge:R:1
K -0.19 0.50 -0.12 1.640
O 4.78 -5.34 2.34 -0.520
C 5.40 -4.22 1.91 0.570
O 6.61 -4.18 1.95 -0.593
C 4.56 -3.11 1.42 1.218
C 5.21 -1.95 0.99 -1.030
C 4.51 -0.85 0.55 -0.350
C 3.10 -0.85 0.52 -0.850
C 2.45 -2.03 0.95 -1.137
C 3.16 -3.13 1.38 -0.816
N 2.32 0.20 0.13 1.849
C 2.80 1.15 -0.66 -1.194
C 2.11 2.34 -0.99 0.352
C 2.72 3.17 -2.10 -0.399
C 1.93 4.44 -2.50 -0.111
C 0.71 4.68 -1.69 -1.391
C 0.32 3.81 -0.74 -0.560
N 0.98 2.65 -0.38 -0.188
H 3.82 -5.27 2.24 0.311
H 6.29 -1.93 1.02 0.455
H 5.05 0.05 0.27 0.460
H 1.37 -2.06 0.94 0.972
H 2.60 -4.00 1.70 0.022
H 3.76 1.02 -1.17 0.365
H 3.78 3.35 -1.89 0.716
H 2.55 5.34 -2.52 0.484
H 0.12 5.57 -1.89 0.374
H -0.57 4.01 -0.15 0.252
O -1.95 1.73 0.89 -0.611
C -1.45 2.16 1.86 1.106
C -1.17 2.41 3.16 0.225
C -1.65 3.58 3.84 -1.126
C -1.26 3.81 5.13 -0.515
C -0.39 2.94 5.80 -0.832
C 0.10 1.82 5.14 -0.231
C -0.25 1.54 3.83 0.509
P 0.44 0.15 2.86 0.387
C -0.44 -1.23 3.71 1.043
C -1.82 -1.21 3.46 -0.839
C -2.66 -2.20 3.95 -0.755
C -2.13 -3.24 4.70 -0.512
C -0.77 -3.29 4.94 -0.906
C 0.07 -2.29 4.45 -0.217
C 2.17 0.35 3.41 1.108
C 2.69 1.58 2.97 -0.876
C 4.01 1.91 3.20 -0.549
C 4.85 1.02 3.87 -0.684
C 4.35 -0.19 4.30 -0.732
C 3.02 -0.53 4.07 -0.399
H -2.31 4.26 3.32 0.526
H -1.62 4.69 5.65 0.399
H -0.09 3.14 6.82 0.439
H 0.79 1.15 5.65 0.425
H -2.24 -0.41 2.86 0.231
H -3.72 -2.16 3.75 0.431
H -2.78 -4.02 5.09 0.381
H -0.34 -4.10 5.51 0.434
H 1.13 -2.36 4.65 0.307
H 2.05 2.27 2.43 0.040
H 4.40 2.86 2.85 0.462
H 5.89 1.27 4.04 0.389
H 4.99 -0.90 4.81 0.444
H 2.67 -1.49 4.40 0.169
I 0.72 -3.05 -1.84 0.199
C 0.96 -3.21 -3.94 -0.201
C 1.73 -4.28 -4.29 -0.644
C 1.92 -4.65 -5.63 -0.843
C 1.28 -3.94 -6.61 -0.902
C 0.49 -2.81 -6.29 1.105
C -0.14 -2.12 -7.34 -0.776
C -0.89 -1.01 -7.10 -1.247
C -0.99 -0.53 -5.79 -0.132
C -0.40 -1.16 -4.72 1.065
P -0.49 -0.24 -3.12 -0.087
C 0.31 1.33 -3.62 1.880
C -0.37 2.52 -4.16 -0.447
C 0.29 3.66 -4.36 -1.432
C 1.72 3.85 -3.95 0.065
C 2.47 2.56 -3.53 -0.571
C 1.63 1.33 -3.44 -1.458
C -2.27 0.15 -3.02 0.648
C -2.69 1.30 -2.35 -0.464
C -4.03 1.52 -2.09 -0.836
C -4.98 0.57 -2.48 -0.706
C -4.57 -0.59 -3.12 -0.653
C -3.23 -0.80 -3.39 -0.911
C 0.34 -2.37 -4.93 0.237
H 2.19 -4.88 -3.52 0.435
H 2.54 -5.50 -5.87 0.384
H 1.37 -4.22 -7.65 0.374
H -0.01 -2.49 -8.35 0.378
H -1.37 -0.48 -7.91 0.433
H -1.55 0.38 -5.61 0.269
H -1.41 2.44 -4.44 0.433
H -0.21 4.51 -4.80 0.361
H 2.24 4.43 -4.71 0.533
H 3.39 2.37 -4.08 0.377
H 2.14 0.43 -3.12 0.479
H -1.96 2.04 -2.04 0.387
H -4.35 2.42 -1.59 0.461
H -6.03 0.74 -2.27 0.388
H -5.30 -1.33 -3.42 0.428
H -2.91 -1.71 -3.89 0.416
```



# C54H42ClN4O5P2SSe4Y

A structure of composition C54H42ClN4O5P2SSe4Y (ωB97M-V/def2-TZVPD, the Open Molecules 2025 dataset).

The calculation puts the molar mass at 1361.2 g/mol. Its energy above the lowest of the compared OMol25 structures with the same formula, charge and spin is 79.8 kJ/mol. The HOMO energy comes out at -6.938 eV. As for the spin multiplicity: 1.

```
114
Properties=species:S:1:pos:R:3:mulliken_charge:R:1
Y -0.33 1.65 0.41 -0.892
Se -1.16 1.66 3.09 -0.320
Se -1.91 3.86 2.68 -0.171
Se -0.04 4.87 1.67 -0.121
Se -0.07 4.28 -0.60 -0.402
O -4.63 2.88 -3.79 -0.580
C -3.62 2.41 -4.49 0.477
O -3.66 2.27 -5.69 -0.616
C -2.39 2.03 -3.73 -0.154
C -1.20 1.62 -4.31 -0.075
Cl -0.82 1.32 -5.94 -0.118
N -0.30 1.36 -3.33 -0.050
N -0.87 1.55 -2.12 1.789
C -2.10 1.98 -2.35 -0.251
C -2.92 2.36 -1.16 0.781
O -3.99 2.93 -1.30 -1.002
O -2.39 2.05 -0.04 0.311
C 1.09 1.09 -3.48 -0.453
C 1.68 0.12 -2.69 1.271
C 3.00 -0.23 -2.93 -1.362
C 3.73 0.42 -3.91 -0.644
C 3.14 1.44 -4.65 -1.050
C 1.82 1.78 -4.43 -0.309
H -4.42 2.94 -2.82 0.427
H 1.12 -0.39 -1.92 -0.127
H 3.46 -1.02 -2.36 0.701
H 4.76 0.14 -4.09 0.433
H 3.71 1.97 -5.40 0.441
H 1.36 2.58 -5.01 0.620
O 2.79 -0.85 0.62 0.733
C 4.04 -0.36 0.28 0.349
C 5.07 -1.17 -0.20 -1.038
C 6.30 -0.62 -0.50 -0.968
C 6.53 0.74 -0.32 -1.159
C 5.48 1.53 0.09 -0.512
C 4.21 1.02 0.37 0.114
P 2.84 2.18 0.73 2.644
C 3.27 2.53 2.48 1.108
C 4.25 3.42 2.91 -0.350
C 4.56 3.53 4.25 -0.800
C 3.90 2.75 5.19 -0.636
C 2.93 1.85 4.78 -0.857
C 2.62 1.74 3.43 -0.497
C 3.33 3.64 -0.23 0.506
C 3.59 3.47 -1.58 -0.541
C 3.81 4.57 -2.39 -0.489
C 3.78 5.85 -1.86 -0.828
C 3.51 6.03 -0.51 -0.795
C 3.27 4.93 0.30 -0.842
C 2.56 -2.20 0.77 -0.026
C 3.51 -3.07 1.30 -0.697
C 3.25 -4.42 1.38 -0.716
C 2.04 -4.93 0.93 -1.095
C 1.06 -4.05 0.50 -0.436
C 1.28 -2.67 0.44 0.083
P -0.19 -1.59 0.37 2.515
C -1.31 -2.53 -0.72 0.228
C -1.06 -2.51 -2.09 -0.494
C -1.86 -3.21 -2.97 -0.742
C -2.94 -3.95 -2.49 -0.759
C -3.19 -3.98 -1.13 -0.512
C -2.38 -3.28 -0.25 0.192
C -0.85 -1.86 2.05 0.644
C -0.11 -2.44 3.07 -0.917
C -0.66 -2.58 4.34 -0.656
C -1.94 -2.13 4.60 -0.990
C -2.68 -1.54 3.59 -0.496
C -2.13 -1.38 2.32 -0.557
H 4.91 -2.22 -0.37 0.576
H 7.09 -1.26 -0.88 0.437
H 7.49 1.18 -0.53 0.459
H 5.63 2.60 0.18 0.430
H 4.80 4.02 2.19 0.398
H 5.32 4.24 4.57 0.426
H 4.13 2.86 6.24 0.399
H 2.41 1.24 5.50 0.472
H 1.85 1.04 3.13 0.288
H 3.61 2.48 -2.02 0.063
H 4.01 4.42 -3.45 0.471
H 3.96 6.71 -2.50 0.390
H 3.45 7.02 -0.10 0.432
H 2.99 5.09 1.33 0.762
H 4.45 -2.68 1.67 0.681
H 4.00 -5.08 1.79 0.412
H 1.84 -5.99 0.96 0.444
H 0.08 -4.43 0.23 0.385
H -0.22 -1.96 -2.49 0.324
H -1.66 -3.18 -4.03 0.460
H -3.58 -4.48 -3.17 0.382
H -4.04 -4.53 -0.74 0.384
H -2.61 -3.31 0.81 0.413
H 0.89 -2.80 2.89 0.247
H -0.07 -3.03 5.13 0.474
H -2.37 -2.24 5.59 0.393
H -3.67 -1.15 3.78 0.593
H -2.72 -0.90 1.55 0.144
N -5.57 1.29 0.71 -0.289
C -5.58 -0.01 0.37 0.154
S -4.42 -0.71 -0.61 -0.063
N -6.60 -0.73 0.92 -0.161
C -6.72 -2.15 0.87 -0.611
C -7.84 -2.72 0.30 -0.348
C -7.99 -4.10 0.30 -0.580
C -7.01 -4.91 0.84 -0.441
C -5.87 -4.33 1.40 -0.707
C -5.73 -2.95 1.43 0.461
H -4.95 1.92 0.21 0.089
H -6.30 1.70 1.26 0.175
H -7.36 -0.23 1.34 0.268
H -8.60 -2.08 -0.15 0.441
H -8.88 -4.54 -0.14 0.378
H -7.12 -5.98 0.83 0.397
H -5.11 -4.95 1.84 0.411
H -4.85 -2.49 1.87 0.428
```